Entry 1:
15
Properties=species:S:1:pos:R:3:forces:R:3:nbo_charge:R:1 method="wB97M-V/def2-TZVPD" total_charge=0 smiles="COC(=O)C#N.C=C=N" homo_ev=-9.7 e_lumo_ev=-0.2
C -1.160 0.244 -0.497 1.3 0.8 -0.8 -0.2638
O -1.122 -0.147 0.841 0.2 -0.6 2.1 -0.4811
C -0.523 -1.260 1.297 -0.9 0.6 0.4 0.7082
O -0.566 -1.572 2.453 0.2 0.1 -0.6 -0.4810
C 0.149 -2.115 0.317 0.7 -0.9 -0.4 0.1463
N 0.738 -2.898 -0.291 -0.5 0.6 0.1 -0.2401
H -1.826 1.119 -0.524 0.5 -0.3 -0.2 0.2192
H -1.567 -0.548 -1.077 -0.4 -0.6 -0.8 0.1893
H -0.111 0.460 -0.849 -1.2 0.1 0.1 0.1963
C 2.395 -0.068 0.953 4.4 -0.8 -0.7 -0.6535
C 2.472 0.034 -0.333 0.6 -0.7 -1.5 0.4240
N 2.700 -0.017 -1.539 -0.1 1.4 1.2 -0.6301
H 1.670 0.261 1.536 -3.4 1.4 2.3 0.2274
H 3.367 -0.296 1.462 -1.0 0.1 -0.5 0.2580
H 2.502 -0.913 -1.912 -0.3 -1.2 -0.7 0.3808

Entry 2:
50
Properties=species:S:1:pos:R:3:forces:R:3:nbo_charge:R:1 method="wB97M-V/def2-TZVPD" total_charge=0 smiles="COc1ccc(CCNC(=O)CCCOc2ccc(Cl)cc2)cc1OC" homo_ev=-8.1 e_lumo_ev=0.6
C 1.179 6.520 0.710 0.0 0.2 -0.1 -0.2500
O 1.436 5.306 1.368 0.1 -0.4 0.1 -0.4829
C 1.568 4.179 0.614 0.0 0.0 0.2 0.2354
C 1.450 4.116 -0.763 0.0 0.2 0.2 -0.2853
C 1.598 2.909 -1.433 0.1 -0.2 0.1 -0.2221
C 1.876 1.747 -0.741 0.1 0.1 -0.2 -0.0300
C 1.972 0.423 -1.444 -0.3 0.0 0.0 -0.4148
C 0.583 -0.234 -1.546 0.3 -0.2 -0.1 -0.2207
N -0.016 -0.415 -0.246 0.0 0.4 -0.2 -0.6194
C 0.014 -1.593 0.409 -0.1 0.4 0.4 0.6903
O 0.458 -2.612 -0.079 0.2 -0.3 0.0 -0.6424
C -0.556 -1.556 1.824 0.0 -0.4 -0.1 -0.4938
C -1.538 -2.713 2.010 -0.2 0.2 -0.3 -0.4285
C -2.878 -2.414 1.331 0.0 -0.2 0.5 -0.0622
O -2.747 -1.985 -0.008 0.1 0.1 -0.2 -0.5056
C -2.436 -2.877 -0.988 -0.1 -0.1 -0.4 0.3002
C -2.226 -2.321 -2.251 0.0 0.0 0.3 -0.2003
C -1.911 -3.116 -3.331 0.0 -0.1 0.1 -0.2262
C -1.808 -4.488 -3.158 0.0 0.0 0.2 -0.0717
Cl -1.412 -5.494 -4.508 0.1 -0.2 -0.2 -0.0060
C -2.023 -5.056 -1.916 0.0 0.1 -0.2 -0.1931
C -2.337 -4.255 -0.832 -0.1 0.2 0.2 -0.2843
C 1.999 1.804 0.647 0.0 0.1 0.2 -0.3263
C 1.851 2.995 1.333 -0.1 0.2 0.1 0.3367
O 1.950 3.138 2.685 -0.1 0.3 -0.4 -0.4951
C 2.276 2.007 3.452 0.1 -0.2 0.1 -0.2504
H 1.125 7.274 1.494 0.0 0.0 -0.1 0.2011
H 0.227 6.494 0.169 0.0 0.0 0.0 0.1736
H 1.983 6.781 0.013 0.0 0.0 0.0 0.1749
H 1.240 5.007 -1.333 0.0 0.1 0.0 0.2203
H 1.500 2.887 -2.508 0.0 0.0 -0.1 0.2093
H 2.367 0.555 -2.452 0.1 0.0 0.0 0.2158
H 2.633 -0.249 -0.896 0.0 0.0 0.0 0.2149
H 0.670 -1.224 -1.997 -0.1 0.1 0.0 0.2397
H -0.077 0.390 -2.155 0.0 -0.1 0.0 0.1923
H -0.332 0.417 0.227 0.0 -0.2 0.1 0.4014
H 0.283 -1.686 2.512 0.0 0.1 0.0 0.2327
H -1.039 -0.600 2.029 0.0 0.1 0.1 0.2014
H -1.726 -2.892 3.070 0.0 0.0 0.0 0.2146
H -1.082 -3.605 1.578 0.0 0.0 0.1 0.2336
H -3.361 -1.568 1.831 0.0 -0.2 0.0 0.1904
H -3.546 -3.281 1.402 0.0 0.1 0.0 0.1791
H -2.313 -1.252 -2.359 0.0 0.1 0.0 0.2167
H -1.744 -2.679 -4.303 0.0 0.0 -0.1 0.2256
H -1.940 -6.124 -1.789 0.0 -0.1 0.0 0.2249
H -2.496 -4.725 0.125 0.0 0.0 0.1 0.2185
H 2.222 0.893 1.181 0.0 -0.1 0.1 0.2195
H 2.330 2.357 4.482 0.0 -0.1 -0.1 0.2019
H 1.508 1.229 3.376 0.0 0.0 0.0 0.1696
H 3.245 1.587 3.163 0.0 0.0 0.0 0.1770

Entry 3:
60
Properties=species:S:1:pos:R:3:forces:R:3:lowdin_spin:R:1 method="wB97M-V/def2-TZVPD" total_charge=+1 s_squared=6.016 homo_ev="-10.6 / -11.8" e_lumo_ev="-2.2 / -5.7" multiplicity=5
Ir -0.632 1.245 0.672 -0.3 -0.3 -0.5 2.3339
Cl 1.862 -0.448 0.079 0.1 -0.1 0.3 0.0766
C 2.574 0.066 1.607 -0.2 0.0 -0.3 0.0074
C 3.929 0.312 1.637 0.1 0.0 0.1 0.0013
C 4.500 0.727 2.835 0.0 0.0 0.0 0.0067
C 3.718 0.888 3.969 -0.1 0.0 0.0 0.0004
C 2.353 0.631 3.917 0.1 0.0 0.1 0.0067
C 1.762 0.214 2.731 0.0 -0.1 -0.1 0.0133
P -0.011 -0.129 2.565 0.5 0.4 0.0 0.1141
C -0.801 0.282 4.129 0.0 0.1 0.1 0.0191
C -1.136 -0.711 5.049 0.0 0.0 0.1 0.0065
C -1.727 -0.359 6.256 0.0 0.0 -0.1 0.0008
C -1.982 0.974 6.544 0.0 0.0 0.0 0.0046
C -1.652 1.965 5.627 0.0 -0.1 0.0 -0.0006
C -1.068 1.624 4.416 0.0 0.0 0.1 0.0053
C -0.107 -1.921 2.390 -0.1 -0.1 -0.1 0.0148
C 0.928 -2.725 2.865 0.0 -0.1 0.0 0.0048
C 0.837 -4.106 2.758 0.0 0.0 0.0 0.0005
C -0.283 -4.686 2.177 0.0 0.0 0.0 0.0022
C -1.318 -3.888 1.708 0.0 0.0 0.0 -0.0004
C -1.231 -2.507 1.812 0.0 -0.1 0.0 0.0030
H 4.527 0.188 0.745 0.0 0.0 0.0 0.0002
H 5.562 0.926 2.874 0.0 0.0 0.0 0.0004
H 4.169 1.218 4.895 0.0 0.0 0.0 -0.0001
H 1.742 0.760 4.802 0.0 0.0 0.0 0.0003
H -0.940 -1.752 4.828 0.0 0.0 0.0 0.0003
H -1.985 -1.129 6.972 0.0 0.0 0.0 0.0001
H -2.442 1.243 7.486 0.0 0.0 0.0 0.0003
H -1.851 3.005 5.853 0.0 0.0 0.0 -0.0001
H -0.815 2.399 3.704 0.0 0.0 0.0 -0.0002
H 1.805 -2.282 3.319 0.0 0.0 0.0 0.0001
H 1.642 -4.727 3.127 0.0 0.0 0.0 0.0001
H -0.347 -5.763 2.087 0.0 0.0 0.0 0.0001
H -2.190 -4.341 1.255 0.0 0.0 0.0 -0.0001
H -2.034 -1.889 1.429 0.1 0.0 0.0 0.0005
O -1.948 3.149 0.155 0.2 0.2 0.1 0.1757
S -0.684 3.869 0.511 -0.3 0.0 0.4 0.0128
O -0.650 5.267 0.288 0.0 -0.1 -0.1 0.0276
O -0.287 3.380 1.859 0.0 0.2 -0.2 0.1855
S 0.645 2.717 -0.632 -0.1 -0.2 0.2 0.6746
C -5.973 -1.100 -0.867 0.1 0.0 -0.1 0.0026
N -4.729 -0.442 -1.286 0.0 -0.2 -0.1 0.0182
C -4.336 -0.721 -2.670 0.0 0.0 0.1 0.0055
C -3.864 0.040 -0.378 -0.1 0.2 -0.2 0.0372
S -2.189 -0.050 -0.751 0.3 -0.2 -0.1 0.1845
N -4.377 0.567 0.738 0.0 0.2 0.3 0.0078
C -3.589 0.775 1.952 -0.2 -0.1 -0.1 0.0224
C -5.661 1.281 0.721 0.2 0.0 0.1 0.0015
H -5.984 -2.104 -1.291 0.0 0.0 0.0 0.0004
H -6.853 -0.562 -1.221 0.0 0.0 0.0 0.0007
H -6.011 -1.181 0.215 0.0 0.0 0.0 0.0001
H -5.243 -0.734 -3.270 0.0 0.0 0.0 0.0004
H -3.836 -1.687 -2.752 0.0 0.0 0.0 0.0014
H -3.676 0.056 -3.044 0.0 0.0 0.0 0.0015
H -2.859 -0.021 2.067 0.0 0.0 0.0 0.0106
H -4.269 0.723 2.802 0.0 0.0 0.0 0.0012
H -3.094 1.749 1.947 -0.1 0.0 0.0 0.0040
H -6.007 1.401 -0.300 0.0 0.0 0.0 0.0003
H -5.494 2.270 1.148 0.0 0.0 0.0 0.0001
H -6.419 0.766 1.309 0.0 0.0 0.0 0.0003

Entry 4:
28
Properties=species:S:1:pos:R:3:forces:R:3:nbo_charge:R:1 method="wB97M-V/def2-TZVPD" total_charge=0 homo_ev=-8.5 e_lumo_ev=0.6
C -0.417 -1.454 -0.556 -0.8 0.5 -2.4 -0.3887
C 0.491 0.520 -0.184 1.2 -1.0 1.9 -0.3699
C 0.610 -0.973 0.453 -1.3 0.2 1.8 -0.0608
C -0.606 0.035 -1.149 -1.0 0.4 1.7 -0.0809
C 1.987 -1.614 0.398 1.1 -1.3 0.8 -0.6207
C 0.034 -1.135 1.909 -1.2 -0.9 -1.1 -0.6044
C -0.208 0.365 -2.546 0.3 -1.9 -1.8 -0.6034
C -1.992 0.699 -0.831 0.1 0.3 2.3 -0.6090
N -0.268 3.246 2.230 3.2 -0.9 -3.5 -0.4402
N 0.305 3.089 1.108 -1.1 0.9 2.1 -0.2612
H -0.020 -2.127 -1.365 -0.4 0.3 0.8 0.1995
H -1.388 -1.826 -0.159 0.9 -0.1 -0.1 0.2075
H 1.454 0.691 -0.712 -0.6 0.3 0.3 0.2046
H 2.748 -1.154 1.129 -1.1 -0.2 -1.5 0.2146
H 2.235 -1.575 -0.648 1.1 0.5 -0.4 0.2103
H 2.127 -2.755 0.592 -1.1 1.7 0.1 0.2109
H -0.018 -2.305 2.175 -0.1 2.7 -0.5 0.2088
H -1.001 -0.577 2.022 2.1 -1.3 0.0 0.2051
H 0.812 -0.670 2.474 0.1 0.3 1.2 0.2004
H -1.081 0.688 -3.135 0.3 -0.6 -0.1 0.2044
H 0.244 -0.671 -3.013 -0.5 3.1 0.6 0.2070
H 0.404 1.284 -2.499 0.4 -0.9 -0.5 0.2218
H -1.807 1.669 -0.150 -0.7 -2.1 -1.6 0.2136
H -2.630 -0.043 -0.254 0.7 1.0 -0.3 0.2020
H -2.598 0.946 -1.707 0.3 0.2 0.0 0.2078
H 0.295 3.092 3.048 -0.2 0.1 1.1 0.3480
H -1.211 3.504 2.243 -1.9 0.5 0.7 0.3483
H 0.286 1.404 0.536 0.3 -1.9 -1.4 0.2247

In eV, the energy values for the records above are, in order, -12354.452, -43331.907, -90543.812, -11562.883.
In eV, the energy above the lowest of the compared OMol25 structures with the same formula, charge and spin values for the records above are, in order, 3.1689, 0.2256, 0.5509, 5.5191.